1.
{"formula": "C19H60O15", "method": "the ωB97M-V functional and the def2-TZVPD basis", "elements": ["O", "C", "C", "O", "H", "H", "H", "H", "H", "H", "O", "C", "C", "O", "H", "H", "H", "H", "H", "H", "O", "C", "C", "O", "H", "H", "H", "H", "H", "H", "O", "C", "C", "O", "H", "H", "H", "H", "H", "H", "C", "C", "O", "H", "H", "H", "H", "H", "H", "C", "C", "O", "H", "H", "H", "H", "H", "H", "C", "C", "O", "H", "H", "H", "H", "H", "H", "C", "C", "O", "H", "H", "H", "H", "H", "H", "C", "O", "H", "H", "H", "H", "C", "O", "H", "H", "H", "H", "C", "O", "H", "H", "H", "H"], "coordinates": [[-3.4157, 6.7219, 6.1180], [-3.4963, 5.3528, 6.6556], [-3.2882, 4.3706, 5.4486], [-1.9060, 4.0092, 5.2431], [-4.1011, 7.2876, 6.4812], [-2.8958, 5.2293, 7.5568], [-4.5149, 5.1598, 6.9922], [-3.7944, 4.7235, 4.5500], [-3.8353, 3.4294, 5.5031], [-1.5561, 4.7103, 4.6885], [2.5754, -0.8059, -7.4056], [2.5457, 0.1252, -8.5088], [3.8352, 0.2266, -9.4392], [4.4535, -0.9724, -9.6508], [1.6904, -0.8160, -7.0337], [1.7216, -0.2670, -9.1047], [2.1857, 1.1292, -8.2844], [4.4425, 0.9542, -8.9008], [3.5435, 0.5649, -10.4335], [4.3411, -1.4447, -8.8226], [0.5413, 0.3961, -1.0193], [-0.1084, 0.2230, 0.2135], [-1.3702, -0.6505, 0.3019], [-0.9785, -1.9922, 0.0727], [-0.0986, 0.7822, -1.6220], [0.6552, -0.1733, 0.8829], [-0.4433, 1.2231, 0.4887], [-2.2671, -0.4155, -0.2713], [-1.6114, -0.5597, 1.3610], [-0.9519, -2.2121, -0.8614], [6.4715, 4.2976, 3.4525], [5.2509, 4.2531, 2.9025], [5.3703, 4.4056, 1.3329], [5.9532, 5.5810, 0.7301], [7.1318, 4.1493, 2.7716], [4.7380, 3.3425, 3.2119], [4.8848, 5.2105, 3.2735], [4.3209, 4.3995, 1.0384], [5.6416, 3.4845, 0.8172], [5.7466, 5.6018, -0.2072], [6.6608, -4.0983, -2.6070], [6.4630, -4.9176, -3.8829], [7.4969, -5.8628, -4.1254], [6.9880, -4.7713, -1.8145], [5.9389, -3.3659, -2.2456], [7.5376, -3.4590, -2.7095], [6.3292, -4.2714, -4.7505], [5.4601, -5.3087, -3.7121], [7.5083, -6.4331, -3.3533], [0.0696, 8.2675, -4.3415], [-0.4904, 7.2447, -3.3205], [-1.7637, 6.9041, -3.9593], [0.3804, 7.7963, -5.2740], [0.9271, 8.7289, -3.8516], [-0.6453, 9.0471, -4.6047], [-0.4645, 7.7314, -2.3456], [0.3482, 6.5485, -3.3290], [-2.4669, 7.5000, -3.6908], [-0.8945, -2.8537, 8.6402], [0.0492, -1.6426, 8.2879], [-0.4629, -0.5158, 8.9690], [-1.0555, -3.0751, 9.6953], [-0.5662, -3.7148, 8.0581], [-1.8184, -2.5244, 8.1649], [0.0667, -1.5533, 7.2017], [1.0518, -1.8862, 8.6395], [-0.3360, 0.2366, 8.3865], [2.0115, -7.4111, 2.2307], [1.2708, -7.4614, 3.5044], [0.2467, -8.3686, 3.2207], [2.3778, -8.4277, 2.0883], [2.7717, -6.6555, 2.4293], [1.2728, -7.2164, 1.4532], [0.7991, -6.4842, 3.6077], [1.9626, -7.6332, 4.3290], [-0.5750, -7.8723, 3.2290], [-6.5598, -4.7868, 2.5487], [-5.1450, -5.2979, 2.5779], [-7.1247, -5.2875, 3.3350], [-6.4671, -3.7628, 2.9108], [-7.0354, -4.8189, 1.5685], [-4.6258, -4.7206, 2.0132], [-8.8761, 0.5899, -1.3710], [-8.2552, 1.0560, -0.1680], [-8.3827, -0.0964, -2.0593], [-9.8728, 0.2164, -1.1360], [-8.9731, 1.4862, -1.9837], [-8.6726, 1.8759, 0.1062], [-3.8383, -1.9109, -6.2149], [-2.8777, -1.1259, -5.7323], [-4.7827, -1.3709, -6.2830], [-3.4413, -2.2698, -7.1645], [-3.8825, -2.7377, -5.5060], [-3.0436, -0.2943, -6.1825]], "spin_multiplicity": 1, "smiles": "OCCO.OCCO.OCCO.OCCO.CCO.CCO.CCO.CCO.CO.CO.CO", "homo_energy_ev": -9.98, "orbital_gap_ha": 0.367}


2.
{"formula": "C21H30N2O5", "method": "the ωB97M-V functional and the def2-TZVPD basis", "elements": ["C", "C", "O", "C", "C", "C", "N", "C", "O", "C", "C", "C", "C", "O", "C", "C", "O", "C", "C", "C", "C", "O", "N", "C", "C", "C", "C", "C", "H", "H", "H", "H", "H", "H", "H", "H", "H", "H", "H", "H", "H", "H", "H", "H", "H", "H", "H", "H", "H", "H", "H", "H", "H", "H", "H", "H", "H", "H"], "coordinates": [[-5.3565, -2.4329, 0.4332], [-4.0702, -2.4697, -0.3753], [-4.0151, -1.3143, -1.1882], [-2.8122, -1.2062, -1.9075], [-2.7826, 0.1533, -2.6025], [-1.3938, 0.5180, -3.1340], [-0.4563, 0.7365, -2.0551], [-0.2314, 1.9585, -1.5380], [-0.5729, 2.9935, -2.0682], [0.4649, 1.9626, -0.1613], [1.4129, 0.8244, 0.0229], [2.7485, 0.9266, -0.3504], [3.6098, -0.1507, -0.2238], [4.9233, -0.1418, -0.5566], [5.4783, 1.0406, -1.0791], [3.1207, -1.3793, 0.2878], [4.0332, -2.3819, 0.3761], [3.6043, -3.6243, 0.8787], [1.7933, -1.4751, 0.6502], [0.9349, -0.3808, 0.5213], [-0.4728, -0.5440, 0.9590], [-0.9427, -1.6434, 1.2215], [-1.2189, 0.5892, 1.0127], [-2.4474, 0.5721, 1.7793], [-2.1555, 1.0544, 3.2023], [-1.4769, 2.4243, 3.1787], [-0.2416, 2.4071, 2.2763], [-0.6596, 1.9202, 0.8836], [-5.4206, -3.3132, 1.0664], [-5.3777, -1.5423, 1.0552], [-6.2134, -2.4074, -0.2345], [-3.1942, -2.4974, 0.2903], [-4.0421, -3.3713, -1.0084], [-1.9658, -1.3079, -1.2117], [-2.7332, -2.0204, -2.6476], [-3.5007, 0.1531, -3.4223], [-3.0982, 0.9094, -1.8822], [-1.4506, 1.4525, -3.6963], [-1.0098, -0.2739, -3.7822], [-0.1848, -0.0702, -1.5144], [0.9809, 2.9233, -0.0794], [3.1008, 1.8669, -0.7434], [6.5241, 0.8105, -1.2753], [4.9909, 1.3358, -2.0139], [5.4180, 1.8652, -0.3615], [4.4835, -4.2661, 0.8615], [2.8216, -4.0634, 0.2520], [3.2379, -3.5376, 1.9065], [1.3718, -2.3865, 1.0432], [-2.8251, -0.4508, 1.7868], [-3.1777, 1.2210, 1.2878], [-3.0837, 1.1030, 3.7729], [-1.4965, 0.3287, 3.6844], [-1.1940, 2.7151, 4.1921], [-2.1810, 3.1699, 2.8010], [0.1892, 3.4070, 2.2102], [0.5148, 1.7306, 2.6811], [-1.4690, 2.5735, 0.5274]], "spin_multiplicity": 1, "smiles": "CCOCCCNC(=O)[C@@H]1c2cc(OC)c(OC)cc2C(=O)N2CCCC[C@@H]12", "homo_energy_ev": -8.29, "orbital_gap_ha": 0.329}


3.
{"formula": "C4H6CrLiO2", "method": "the ωB97M-V functional and the def2-TZVPD basis", "elements": ["O", "C", "C", "Li", "Cr", "H", "H", "C", "C", "O", "H", "H", "H", "H"], "coordinates": [[-2.3071, -0.6629, 0.7506], [-1.1879, -1.3001, 0.8821], [-0.1266, -1.0010, -0.0691], [-2.5169, -1.6320, 2.3814], [-2.8381, 0.8873, -0.1222], [0.6849, -1.7363, -0.0115], [-0.5341, -0.8444, -1.0840], [1.5950, 0.8874, -0.5595], [0.5541, 0.5756, 0.4097], [1.2379, 1.4159, -1.7480], [2.5193, 0.3022, -0.5498], [0.9210, 0.3213, 1.4125], [0.0823, 1.5197, 0.7228], [1.9162, 1.2673, -2.4151]], "spin_multiplicity": 5, "charge": 3, "homo_energy_ev": [-21.66, -22.25], "orbital_gap_ha": [0.234, 0.297]}


ΔE to the lowest compared entry with this formula, charge and spin? In order: 1.485; 1.044; 0.000 eV.